Entry 1:
The following is a quantum chemistry calculation of a cluster of 11 separate species, C35H92BN20O13 in total in a non-equilibrium geometry, from the Open Molecules 2025 dataset.

Results
E in Ha: -3487.3204
HOMO in eV: -3.55
Kohn-Sham gap in eV: 5.09

```
! wB97M-V def2-TZVPD RIJCOSX def2/J DEFGRID3
* xyz -1 1
C 14.8639 -2.0924 2.7448
C 13.3411 -2.2748 2.9394
C 12.4876 -2.0026 1.6767
C 11.3304 -0.9947 1.8583
C 9.9312 -1.5862 1.6082
C 8.8756 -0.5585 1.1453
C 8.2207 -0.8619 -0.2175
C 6.7748 -1.3547 -0.1102
C 5.7577 -0.2181 0.0103
C 4.3077 -0.6900 0.2273
C 3.3895 -0.4856 -0.9989
C 1.9835 0.0784 -0.6578
C 0.7618 -0.7763 -1.0096
B -0.6122 -0.4130 -0.1755
C -0.8147 -1.3511 1.1781
C -2.1502 -2.1035 1.2996
C -2.3301 -2.7935 2.6657
C -2.9661 -4.2019 2.6481
C -2.1337 -5.2403 3.4176
C -0.7189 -5.3753 2.8368
C 0.0068 -6.6943 3.1200
C -0.7914 -7.9703 2.9062
O -1.5312 -7.9835 1.6665
C -0.8763 -8.5282 0.6269
C -1.4976 -9.8010 0.1464
O 0.0726 -8.0334 0.1471
O -0.5609 1.0572 0.2043
C -1.7276 1.5763 0.7434
C -2.8510 1.8521 -0.2574
H 15.4191 -2.9900 3.0269
H 15.2556 -1.2691 3.3448
H 15.1109 -1.8872 1.7000
H 13.1681 -3.2995 3.2730
H 13.0151 -1.5974 3.7316
H 12.0805 -2.9514 1.3168
H 13.1502 -1.6384 0.8870
H 11.3692 -0.5830 2.8708
H 11.4646 -0.1668 1.1555
H 10.0171 -2.3850 0.8650
H 9.5828 -2.0659 2.5292
H 8.1004 -0.4420 1.9077
H 9.3760 0.4140 1.0736
H 8.2378 0.0382 -0.8418
H 8.8294 -1.6025 -0.7485
H 6.6629 -2.0373 0.7405
H 6.5303 -1.9375 -1.0074
H 6.0643 0.4019 0.8658
H 5.8283 0.4210 -0.8746
H 3.8715 -0.1186 1.0517
H 4.2848 -1.7406 0.5349
H 3.8695 0.2008 -1.7015
H 3.2649 -1.4289 -1.5425
H 1.8787 1.0073 -1.2288
H 1.9572 0.3772 0.3986
H 0.5534 -0.6069 -2.0746
H 1.0054 -1.8421 -0.9056
H -1.5670 -0.6565 -0.9387
H -0.6408 -0.8000 2.1205
H -0.0405 -2.1385 1.1401
H -2.9944 -1.4469 1.0739
H -2.1434 -2.8718 0.5144
H -1.3585 -2.8256 3.1656
H -2.9817 -2.1496 3.2691
H -3.0623 -4.5572 1.6156
H -3.9811 -4.1604 3.0595
H -2.6593 -6.2045 3.3993
H -2.0859 -4.9398 4.4730
H -0.7323 -5.1753 1.7608
H -0.0916 -4.5891 3.2633
H 0.8771 -6.7388 2.4575
H 0.3816 -6.7190 4.1507
H -0.0988 -8.8228 2.9082
H -1.5207 -8.1487 3.6977
H -2.5776 -9.6888 0.0500
H -1.0646 -10.0719 -0.8161
H -1.3010 -10.5956 0.8710
H -1.4734 2.5514 1.2075
H -2.1201 0.9528 1.5649
H -3.1302 0.9718 -0.8352
H -3.7369 2.1941 0.2923
H -2.5710 2.6584 -0.9456
C -6.0159 -0.5365 2.9135
O -4.9148 -0.6650 2.4158
N -7.1666 -0.6241 2.1601
N -6.1892 -0.2900 4.2441
H -8.0861 -0.5244 2.5431
H -7.0516 -0.8026 1.1804
H -5.3645 -0.2322 4.8185
H -7.0813 -0.1637 4.6806
C 2.6466 1.0458 -4.8110
O 2.5678 0.2023 -3.9438
N 3.6753 1.0825 -5.7248
N 1.7069 2.0319 -4.9461
H 3.7475 1.7705 -6.4487
H 4.3753 0.3696 -5.6482
H 0.9417 2.0128 -4.2950
H 1.7356 2.7366 -5.6569
C 1.0344 -5.0171 -2.2132
O -0.1278 -4.7982 -1.9300
N 1.7705 -4.1795 -3.0054
N 1.6946 -6.1267 -1.7455
H 2.7373 -4.3293 -3.2170
H 1.3325 -3.3260 -3.2970
H 1.1690 -6.7272 -1.1328
H 2.6441 -6.3493 -1.9702
C -3.0129 5.7666 0.0343
O -3.8976 5.1637 -0.5520
N -1.8330 5.1830 0.3604
N -3.1625 7.0818 0.4142
H -1.1045 5.6549 0.8615
H -1.7194 4.2081 0.1265
H -4.0253 7.5241 0.1581
H -2.4570 7.6101 0.8974
C -5.4201 5.6253 -4.3997
O -6.0209 5.7574 -5.4596
N -4.2158 6.2289 -4.1675
N -5.8963 4.9003 -3.3546
H -3.7105 6.1110 -3.3076
H -3.8174 6.7647 -4.9144
H -6.7769 4.4351 -3.4626
H -5.3972 4.8049 -2.4834
C 2.1556 -2.0345 3.9453
O 1.5360 -3.0773 3.8468
N 1.9821 -0.9414 3.1591
N 3.1329 -1.8852 4.9173
H 2.5318 -0.1130 3.2760
H 1.2855 -0.9715 2.4253
H 3.3004 -2.6691 5.5174
H 3.6728 -1.0496 5.0311
C -4.3657 0.7113 7.6054
O -5.0638 0.1867 6.7541
N -3.3052 1.5032 7.2813
N -4.5952 0.5346 8.9429
H -2.7067 1.9320 7.9604
H -3.1043 1.6240 6.3046
H -5.3625 -0.0563 9.2005
H -4.0291 0.9479 9.6582
C -5.5775 4.0035 -9.2858
O -4.4753 3.4832 -9.1933
N -6.2353 4.0980 -10.4909
N -6.2572 4.5329 -8.2357
H -7.1445 4.5218 -10.5649
H -5.7742 3.7142 -11.2923
H -5.8445 4.5139 -7.3187
H -7.1539 4.9704 -8.3516
C -3.5369 9.0302 3.8105
O -2.3675 8.7570 3.6007
N -3.9193 9.8737 4.8200
N -4.5487 8.5232 3.0469
H -4.8740 10.1090 5.0104
H -3.1928 10.2589 5.3931
H -4.2714 7.8917 2.3169
H -5.5164 8.7455 3.1783
C -9.9674 5.3440 -10.2117
O -8.8534 5.4009 -9.7155
N -11.0468 4.8935 -9.5112
N -10.2088 5.7273 -11.5004
H -11.9702 4.8357 -9.8948
H -10.8870 4.6011 -8.5649
H -9.4298 6.0691 -12.0314
H -11.1136 5.6854 -11.9282
*
```



Entry 2:
The following is a quantum chemistry calculation of a cluster of 10 separate species, C36H100N8O10 in total in a non-equilibrium geometry, from the Open Molecules 2025 dataset.

Results
E in Ha: -2621.4973
<S²>: 0.757
Relative energy (zero: lowest compared OMol25 entry of this formula, charge and spin) in kcal/mol: 0.0
HOMO (spin up / spin down) in eV: -10.55 / -10.55
Kohn-Sham gap (spin up / spin down) in eV: 8.37 / 2.74

```
! wB97M-V def2-TZVPD RIJCOSX def2/J DEFGRID3
* xyz 1 2
C -2.4308 -4.6695 -3.1784
C -3.0408 -3.4018 -2.5790
O -4.1540 -3.0529 -3.3663
H -2.2394 -4.5675 -4.2466
H -3.0934 -5.5314 -3.0986
H -1.4791 -4.8465 -2.6774
H -2.2933 -2.6099 -2.5327
H -3.3650 -3.5844 -1.5545
H -4.9058 -3.5164 -2.9902
C 3.9637 -3.9551 -1.5578
C 3.9745 -2.4123 -1.5340
O 3.0961 -1.7585 -2.4618
H 4.8178 -4.2724 -0.9596
H 3.9251 -4.4406 -2.5329
H 3.1015 -4.4266 -1.0862
H 5.0116 -2.1000 -1.6562
H 3.8237 -1.9597 -0.5539
H 3.4780 -1.8466 -3.3381
C 4.3686 4.4069 -1.3705
C 3.0053 3.6788 -1.3028
C 2.9869 2.3004 -2.0624
O 2.6452 2.4995 -3.4481
C 2.2062 1.2036 -3.9932
N 2.5343 3.4519 0.0148
H 5.2260 3.8465 -0.9976
H 4.4742 5.2955 -0.7482
H 4.4884 4.7116 -2.4102
H 2.2485 4.3105 -1.7679
H 2.1843 1.7213 -1.6056
H 3.8579 1.6671 -1.8939
H 2.7315 0.3233 -3.6227
H 2.1760 1.1705 -5.0822
H 1.1790 1.1051 -3.6422
H 3.2099 2.9101 0.5344
H 1.7794 2.7810 0.0021
C -3.4386 1.5650 -5.0886
C -3.6237 0.3952 -4.1771
C -4.5364 0.7071 -2.9662
O -3.8700 1.6932 -2.1049
C -4.6248 2.0736 -0.9146
N -4.1981 -0.6913 -4.9223
H -3.2584 2.4359 -4.4585
H -4.3077 1.8667 -5.6732
H -2.5142 1.5056 -5.6631
H -2.6006 0.1494 -3.8923
H -4.6196 -0.2221 -2.4026
H -5.5416 1.0487 -3.2132
H -5.6293 2.3419 -1.2418
H -4.2315 2.9787 -0.4519
H -4.6917 1.2522 -0.2013
H -5.1628 -0.4369 -5.0796
H -4.2091 -1.4753 -4.2857
C 3.8249 -3.4072 2.5382
C 2.3295 -3.2886 2.6683
C 1.5443 -4.5792 2.3405
O 1.8274 -4.9297 1.0011
C 0.9389 -5.9369 0.4602
N 2.0926 -2.9902 4.0687
H 4.0453 -3.8645 1.5737
H 4.2373 -4.0682 3.3004
H 4.3804 -2.4694 2.5265
H 1.9798 -2.4753 2.0324
H 0.4640 -4.4733 2.4398
H 1.8117 -5.4562 2.9299
H 1.0772 -6.9611 0.8067
H 1.0931 -6.1394 -0.5997
H -0.1220 -5.6870 0.4725
H 1.0934 -2.9342 4.2046
H 2.3384 -3.7984 4.6223
C -2.3842 -1.8464 5.9871
C -1.9774 -3.0417 5.0690
C -3.1081 -3.4689 4.1217
O -2.5334 -4.3347 3.1222
C -3.2693 -4.4474 1.9132
N -0.9430 -2.5404 4.2141
H -3.3804 -1.8953 6.4267
H -2.5067 -1.0029 5.3076
H -1.6386 -1.5015 6.7034
H -1.6440 -3.8753 5.6870
H -3.4133 -2.5269 3.6660
H -3.9381 -4.0024 4.5848
H -3.2998 -3.4477 1.4798
H -4.2489 -4.9210 1.9782
H -2.6962 -5.0879 1.2428
H -1.1800 -1.5971 3.9416
H -1.0415 -3.1356 3.4041
C 3.1279 2.1570 4.0199
C 2.7237 0.9233 3.3095
C 3.9194 0.3280 2.6061
O 4.2310 1.1998 1.5556
C 5.4109 0.8449 0.7987
N 2.0878 0.0052 4.2565
H 2.2527 2.6895 4.3919
H 3.6455 2.7373 3.2560
H 3.8400 2.0223 4.8341
H 1.9815 1.0809 2.5269
H 3.5935 -0.5883 2.1138
H 4.7620 0.1201 3.2656
H 5.7485 1.5344 0.0248
H 5.3437 -0.1528 0.3649
H 6.2622 0.8499 1.4794
H 2.6122 -0.0585 5.1174
H 2.1524 -0.9818 4.0519
C 0.2576 6.9866 -5.2635
C 0.9586 5.8869 -4.4221
C 0.0186 4.7924 -3.8278
O -0.9030 5.4294 -2.9649
C -1.8916 4.5410 -2.4892
N 1.8193 5.1802 -5.3269
H -0.5173 6.5964 -5.9233
H 0.9582 7.5913 -5.8393
H -0.2619 7.6959 -4.6192
H 1.5422 6.2603 -3.5806
H 0.7164 4.1201 -3.3285
H -0.4626 4.1530 -4.5679
H -2.3065 3.8569 -3.2294
H -2.7528 5.1281 -2.1701
H -1.5693 3.9855 -1.6085
H 2.1509 4.3136 -4.9279
H 2.6100 5.8082 -5.3514
C -1.0795 -2.2914 0.4198
C -0.0399 -1.8063 -0.5226
C 0.7805 -0.6251 0.0197
O 0.0200 0.5554 0.2726
C -0.6233 1.1547 -0.7827
N 0.8340 -2.8921 -0.8854
H -0.9443 -2.0590 1.4761
H -1.2346 -3.3557 0.2434
H -2.0541 -1.8618 0.1878
H -0.4976 -1.5150 -1.4680
H 1.5649 -0.4102 -0.7061
H 1.2070 -0.8723 0.9918
H -1.4216 0.5165 -1.1615
H -0.0172 1.2537 -1.6832
H -1.0191 2.1238 -0.4790
H 1.2813 -3.3277 -0.0915
H 1.5392 -2.5212 -1.5061
C -0.8979 3.0530 3.2316
C -1.6615 1.8138 3.7397
C -2.9184 1.6340 2.9718
O -3.8647 2.6067 3.3014
C -5.1983 2.5960 2.7629
N -0.8601 0.5956 3.5221
H -1.5324 3.9218 3.0566
H -0.4514 2.8563 2.2569
H -0.0017 3.3039 3.7991
H -1.8135 1.8399 4.8187
H -3.4640 0.7396 3.2728
H -2.7245 1.5650 1.9014
H -5.9809 2.7991 3.4939
H -5.3010 1.6539 2.2243
H -5.3273 3.3847 2.0217
H -0.5744 0.4367 2.5664
H 0.0277 0.6094 4.0034
*
```



Entry 3:
The following is a quantum chemistry calculation of a cluster of 12 separate species, C36H101N11O4 in total in a non-equilibrium geometry, from the Open Molecules 2025 dataset.

Results
E in Ha: -2333.9890
Relative energy (zero: lowest compared OMol25 entry of this formula, charge and spin) in kcal/mol: 0.0
HOMO in eV: -14.33
Kohn-Sham gap in eV: 3.05

```
! wB97M-V def2-TZVPD RIJCOSX def2/J DEFGRID3
* xyz 4 1
N 9.5277 -30.3902 -2.8156
H 8.8100 -30.5232 -3.5136
H 9.6465 -29.3876 -2.8433
H 10.3249 -30.9282 -3.1241
H 9.1465 -30.7331 -1.9454
N 10.4576 -36.1786 -7.0321
H 9.9311 -35.3264 -6.9031
H 10.8202 -36.3985 -6.1155
H 11.2248 -36.0339 -7.6730
H 9.7872 -36.8977 -7.2635
N 16.3540 -34.1295 -6.6864
H 16.9784 -34.9211 -6.6262
H 16.8283 -33.2464 -6.5627
H 15.6887 -34.2925 -5.9442
H 15.8584 -34.1625 -7.5658
N 11.5622 -32.3803 -6.3756
H 10.6618 -32.8248 -6.4840
H 12.2967 -33.0186 -6.6463
H 11.6312 -32.0484 -5.4242
H 11.6832 -31.6708 -7.0841
N 15.3351 -37.6611 -5.8363
H 14.8867 -37.1168 -5.1132
H 16.2653 -37.3125 -6.0188
H 14.7829 -37.5066 -6.6677
H 15.3775 -38.6078 -5.4867
N 7.9694 -33.7973 -3.8319
H 8.7182 -33.6464 -3.1711
H 8.2791 -34.2022 -4.7038
H 7.7045 -32.8677 -4.1248
H 7.2038 -34.2754 -3.3786
C 13.4173 -33.2731 -3.9317
C 13.4870 -34.6403 -4.0642
C 12.2767 -35.5504 -3.8355
O 12.1941 -36.7494 -4.3114
C 11.1392 -35.0752 -3.2586
C 11.0166 -33.6588 -2.9261
C 12.1315 -32.6792 -3.5046
O 11.8158 -31.5168 -3.7952
O 10.0232 -33.1596 -2.4136
O 14.6531 -35.0713 -4.4922
H 14.2411 -32.5822 -4.0347
H 10.3135 -35.7254 -3.0101
C 6.5875 -31.8796 -1.2932
C 7.4133 -32.1947 -0.0506
N 8.5213 -31.2533 0.0037
C 8.2064 -29.8288 0.4324
C 8.0007 -29.6262 1.9572
C 9.6182 -31.8849 0.7671
C 10.9413 -31.0395 0.7513
H 5.6589 -32.4503 -1.3035
H 7.2344 -31.9787 -2.1648
H 6.3044 -30.8270 -1.3051
H 6.8261 -31.9669 0.8390
H 7.7477 -33.2318 -0.0250
H 7.3121 -29.4805 -0.0843
H 9.0561 -29.2687 0.0421
H 7.0410 -30.0284 2.2818
H 8.0461 -28.5659 2.2058
H 8.7900 -30.0292 2.5918
H 9.2852 -31.9830 1.8004
H 9.7873 -32.8867 0.3724
H 11.2608 -30.8267 -0.2688
H 10.8653 -30.1149 1.3236
H 11.7695 -31.5207 1.2715
C 14.3022 -29.3438 -3.5343
C 15.5250 -28.7458 -4.2290
N 15.0811 -27.6547 -5.1196
C 14.6340 -26.4585 -4.4228
C 15.6772 -25.8574 -3.4262
C 16.1680 -27.4533 -6.1464
C 15.7246 -26.5098 -7.2830
H 14.0952 -28.7805 -2.6243
H 14.5403 -30.3430 -3.1695
H 13.3622 -29.4326 -4.0788
H 16.2971 -28.5290 -3.4908
H 15.9353 -29.5382 -4.8549
H 14.3842 -25.7217 -5.1862
H 13.6746 -26.6095 -3.9279
H 16.1146 -26.6105 -2.7707
H 16.4294 -25.3584 -4.0372
H 15.1588 -25.1275 -2.8045
H 16.4036 -28.3943 -6.6434
H 17.0972 -27.2200 -5.6266
H 15.8869 -25.4447 -7.1179
H 14.6770 -26.7300 -7.4886
H 16.4543 -26.6154 -8.0858
C 15.0340 -32.2833 -0.8404
C 16.1947 -31.4227 -0.2592
N 15.9531 -30.9410 1.1239
C 14.8189 -29.9757 1.2553
C 14.9063 -28.7212 0.3781
C 17.1348 -30.2963 1.7902
C 18.2535 -31.2408 2.0783
H 14.0302 -31.8585 -0.8270
H 15.0783 -33.2591 -0.3568
H 15.2204 -32.5288 -1.8859
H 17.1003 -32.0272 -0.2093
H 16.4201 -30.6633 -1.0079
H 13.9390 -30.5645 0.9964
H 14.7227 -29.7077 2.3075
H 14.9945 -28.9634 -0.6809
H 13.9639 -28.1915 0.5176
H 15.7225 -28.0623 0.6742
H 16.8111 -29.9956 2.7866
H 17.4207 -29.4084 1.2262
H 19.0390 -30.7575 2.6593
H 18.6104 -31.7301 1.1721
H 17.8600 -32.0525 2.6903
C 3.9697 -36.5162 -1.3226
C 5.0010 -35.4294 -1.6432
N 6.1098 -35.7759 -2.5529
C 6.9714 -36.8539 -2.0304
C 7.7986 -36.4436 -0.8107
C 5.6864 -36.0911 -3.9041
C 4.9159 -34.9416 -4.5608
H 3.3219 -36.6269 -2.1922
H 3.2611 -36.2414 -0.5413
H 4.4055 -37.4917 -1.1066
H 4.5330 -34.5477 -2.0812
H 5.4762 -35.0636 -0.7330
H 6.3724 -37.7417 -1.8279
H 7.6509 -37.1655 -2.8236
H 8.2547 -35.4957 -1.0962
H 7.2177 -36.1610 0.0673
H 8.6518 -37.0790 -0.5733
H 5.1172 -37.0204 -3.8791
H 6.4872 -36.2788 -4.6194
H 5.5260 -34.0403 -4.5008
H 3.9331 -34.8550 -4.0973
H 4.8106 -34.9952 -5.6443
C 11.2314 -29.0348 -6.9193
C 11.3013 -29.7776 -8.2431
N 12.4730 -30.7163 -8.3026
C 13.7798 -30.0356 -8.2837
C 14.8105 -30.9277 -7.5450
C 12.4647 -31.5773 -9.4619
C 11.1760 -32.3408 -9.7255
H 12.0743 -28.3762 -6.7099
H 11.1353 -29.7286 -6.0842
H 10.3417 -28.4060 -6.9518
H 10.3975 -30.3865 -8.2687
H 11.3048 -29.0945 -9.0924
H 13.7202 -29.0569 -7.8075
H 14.2045 -29.8503 -9.2703
H 14.3837 -31.3132 -6.6191
H 15.7598 -30.4531 -7.2968
H 15.0655 -31.7149 -8.2545
H 12.6575 -30.8914 -10.2869
H 13.2463 -32.3267 -9.3376
H 10.3927 -31.6365 -10.0056
H 11.2388 -33.0352 -10.5633
H 10.9034 -32.9778 -8.8840
*
```



- Which of these has the highest E?
  C36H101N11O4